{
  "formula": "C33H51Br3IN2O3",
  "method": "ωB97M-V/def2-TZVPD",
  "species": ["C", "C", "C", "Br", "C", "C", "C", "Br", "C", "C", "Br", "C", "C", "O", "C", "C", "C", "C", "C", "C", "C", "C", "C", "C", "C", "C", "C", "C", "C", "C", "C", "N", "N", "I", "H", "H", "H", "H", "H", "H", "H", "H", "H", "H", "H", "H", "H", "H", "H", "H", "H", "H", "H", "H", "H", "H", "H", "H", "H", "H", "H", "H", "H", "H", "H", "H", "H", "H", "H", "C", "C", "C", "O", "H", "H", "H", "H", "H", "H", "H", "H", "C", "C", "C", "O", "H", "H", "H", "H", "H", "H", "H", "H"],
  "xyz": [[1.57, 4.01, 2.43], [0.40, 3.36, 1.63], [0.54, 1.81, 1.77], [-0.52, 1.13, 3.27], [0.22, 1.04, 0.48], [-1.12, 1.13, -0.06], [-2.25, 1.94, 0.46], [-3.57, 1.19, 1.65], [-2.44, 3.21, 0.07], [-1.56, 3.93, -0.93], [-3.90, 4.27, 0.71], [-1.32, 0.40, -1.24], [-2.65, 0.42, -1.97], [-3.13, -0.85, -2.38], [-3.96, -1.48, -1.48], [-3.66, -1.71, -0.15], [-4.54, -2.39, 0.66], [-5.74, -2.87, 0.18], [-6.04, -2.63, -1.15], [-5.17, -1.95, -1.96], [-0.18, -0.34, -1.69], [-0.35, -1.16, -2.98], [0.98, -1.76, -3.46], [1.45, -3.03, -2.71], [0.39, -4.14, -2.59], [2.74, -3.55, -3.43], [3.95, -2.71, -2.90], [4.82, -3.43, -1.86], [4.33, -4.16, -0.76], [4.14, -3.55, 0.61], [3.92, -5.63, -0.87], [0.99, -0.41, -1.14], [1.18, 0.32, -0.04], [3.13, 0.13, 0.64], [1.69, 5.07, 2.16], [1.49, 3.84, 3.51], [2.51, 3.53, 2.09], [-0.53, 3.73, 2.06], [0.57, 3.64, 0.59], [1.56, 1.66, 2.11], [-2.13, 3.99, -1.87], [-0.63, 3.41, -1.17], [-1.41, 4.97, -0.61], [-2.59, 1.09, -2.85], [-3.41, 0.88, -1.31], [-2.71, -1.35, 0.25], [-4.26, -2.57, 1.70], [-6.42, -3.40, 0.84], [-6.98, -3.02, -1.54], [-5.45, -1.83, -3.01], [-1.14, -1.91, -2.86], [-0.69, -0.44, -3.74], [0.85, -2.05, -4.52], [1.79, -1.02, -3.45], [1.79, -2.80, -1.69], [-0.58, -3.78, -2.20], [0.74, -4.87, -1.84], [0.25, -4.70, -3.52], [2.92, -4.59, -3.17], [2.63, -3.43, -4.51], [3.60, -1.78, -2.42], [4.62, -2.43, -3.73], [5.91, -3.33, -1.98], [3.24, -2.93, 0.57], [5.01, -2.95, 0.92], [3.96, -4.33, 1.36], [3.00, -5.78, -0.29], [3.79, -5.92, -1.92], [4.72, -6.19, -0.37], [-7.23, 2.42, 2.80], [-8.15, 3.61, 2.59], [-7.77, 4.77, 3.49], [-9.50, 3.22, 2.86], [-7.28, 2.06, 3.83], [-7.51, 1.59, 2.15], [-6.19, 2.69, 2.58], [-8.12, 3.93, 1.55], [-7.85, 4.49, 4.55], [-8.45, 5.61, 3.34], [-6.75, 5.11, 3.30], [-9.55, 2.93, 3.77], [7.89, 2.74, 1.18], [7.91, 1.69, 2.28], [8.28, 0.32, 1.73], [6.62, 1.62, 2.90], [7.14, 2.49, 0.42], [7.61, 3.71, 1.58], [8.86, 2.83, 0.69], [8.62, 1.98, 3.05], [7.55, -0.01, 0.98], [8.28, -0.42, 2.52], [9.26, 0.34, 1.26], [5.98, 1.36, 2.23]],
  "total_charge": 1,
  "multiplicity": 1,
  "largest_force_ha_per_bohr": 0.0635,
  "e_lumo_ev": -4.830
}

=====

{
  "formula": "C21H22N2O3",
  "method": "ωB97M-V/def2-TZVPD",
  "species": ["C", "C", "N", "O", "C", "C", "C", "C", "O", "C", "C", "C", "C", "C", "C", "O", "N", "C", "C", "C", "C", "C", "C", "C", "C", "C", "H", "H", "H", "H", "H", "H", "H", "H", "H", "H", "H", "H", "H", "H", "H", "H", "H", "H", "H", "H", "H", "H"],
  "xyz": [[1.96, 3.61, 0.87], [2.46, 2.21, 0.90], [3.18, 1.71, -0.07], [3.46, 0.42, 0.25], [2.91, 0.12, 1.44], [3.08, -1.25, 1.97], [2.25, 1.23, 1.91], [1.48, 1.37, 3.19], [0.85, 0.18, 3.59], [-0.08, -0.38, 2.76], [-0.61, 0.23, 1.63], [-1.55, -0.44, 0.86], [-1.97, -1.73, 1.19], [-2.94, -2.47, 0.31], [-2.25, -2.67, -1.04], [-1.44, -3.54, -1.24], [-2.61, -1.76, -1.98], [-1.88, -1.59, -3.22], [-1.13, -0.28, -3.21], [0.00, -0.14, -2.42], [0.66, 1.07, -2.35], [0.19, 2.15, -3.07], [-0.94, 2.03, -3.86], [-1.60, 0.81, -3.92], [-1.43, -2.33, 2.32], [-0.51, -1.66, 3.10], [2.33, 4.10, -0.03], [0.87, 3.62, 0.86], [2.31, 4.15, 1.74], [3.04, -1.24, 3.06], [4.02, -1.66, 1.63], [2.27, -1.89, 1.60], [2.16, 1.61, 4.01], [0.75, 2.19, 3.09], [-0.31, 1.21, 1.33], [-1.94, 0.05, -0.01], [-3.16, -3.44, 0.73], [-3.87, -1.91, 0.18], [-3.25, -1.02, -1.74], [-2.59, -1.63, -4.06], [-1.19, -2.44, -3.29], [0.36, -0.99, -1.85], [1.55, 1.17, -1.75], [0.72, 3.10, -3.02], [-1.31, 2.87, -4.42], [-2.48, 0.71, -4.54], [-1.74, -3.33, 2.59], [-0.09, -2.13, 3.98]],
  "smiles": "Cc1noc(C)c1COc1ccc(CC(=O)NCc2ccccc2)cc1",
  "multiplicity": 1,
  "largest_force_ha_per_bohr": 0.0239,
  "e_lumo_ev": 0.663
}

=====

{
  "formula": "C2H6O2",
  "method": "ωB97M-V/def2-TZVPD",
  "species": ["C", "C", "O", "H", "H", "H", "H", "O", "H", "H"],
  "xyz": [[0.12, 0.87, 0.27], [0.40, 1.83, 1.15], [-0.25, 2.03, 2.33], [0.62, 0.88, -0.68], [-0.49, 0.03, 0.60], [1.32, 2.40, 1.01], [0.17, 1.58, 3.08], [-0.85, -3.51, -2.47], [-0.60, -3.27, -3.37], [-0.43, -2.84, -1.92]],
  "smiles": "C=CO.O",
  "multiplicity": 1,
  "largest_force_ha_per_bohr": 0.0273,
  "e_lumo_ev": 0.721
}

=====

{
  "formula": "CH3Cl2NO2S",
  "method": "ωB97M-V/def2-TZVPD",
  "species": ["C", "N", "O", "O", "S", "Cl", "Cl", "H", "H", "H"],
  "xyz": [[1.57, -0.10, -0.51], [-2.21, -0.70, -0.55], [-0.05, 1.89, 0.32], [0.30, 0.02, 1.85], [0.18, 0.48, 0.50], [-2.29, -1.69, 0.81], [-3.10, 0.62, -0.29], [1.91, 0.68, -1.23], [2.54, -0.20, -0.01], [1.15, -1.00, -0.90]],
  "multiplicity": 1,
  "largest_force_ha_per_bohr": 0.0391,
  "e_lumo_ev": [-1.720, -1.543]
}

=====

{
  "formula": "C3H10N2",
  "method": "ωB97M-V/def2-TZVPD",
  "species": ["C", "N", "H", "H", "H", "C", "N", "C", "H", "H", "H", "H", "H", "H", "H"],
  "xyz": [[-3.14, 1.74, -4.81], [-3.29, 2.82, -5.46], [-2.28, 1.10, -5.01], [-3.85, 1.53, -4.00], [-4.16, 3.26, -5.17], [2.66, -0.50, 1.84], [1.28, -0.92, 2.04], [0.84, -1.53, 3.29], [2.88, -0.29, 0.79], [2.80, 0.38, 2.46], [3.32, -1.37, 2.01], [0.72, -1.16, 1.25], [1.18, -2.57, 3.25], [-0.24, -1.39, 3.34], [1.31, -1.08, 4.16]],
  "smiles": "C=N.CNC",
  "multiplicity": 1,
  "largest_force_ha_per_bohr": 0.0370,
  "e_lumo_ev": 1.176
}

=====

{
  "formula": "C5H7NO",
  "method": "ωB97M-V/def2-TZVPD",
  "species": ["C", "N", "C", "C", "C", "C", "O", "H", "H", "H", "H", "H", "H", "H"],
  "xyz": [[-1.71, -0.88, -0.22], [-1.94, 0.52, -0.66], [-0.70, 0.11, -0.58], [0.93, -0.34, 1.28], [1.70, -0.28, -0.06], [0.65, 0.71, -0.48], [0.35, 1.16, 0.83], [-1.74, -1.11, 0.84], [-2.05, -1.63, -0.92], [-2.36, 1.32, -0.20], [1.61, -0.09, 2.12], [1.77, -1.20, -0.65], [2.68, 0.22, -0.06], [0.82, 1.49, -1.24]],
  "multiplicity": 1,
  "largest_force_ha_per_bohr": 0.0078,
  "e_lumo_ev": [-0.220, -0.221]
}

=====

{
  "formula": "C2H2ClF2I",
  "method": "ωB97M-V/def2-TZVPD",
  "species": ["C", "C", "F", "F", "Cl", "I", "H", "H"],
  "xyz": [[-0.75, 0.47, -0.03], [0.20, -0.63, -0.22], [-1.99, -0.21, 0.12], [0.62, -1.03, -1.47], [0.41, -1.76, 0.93], [3.03, 1.09, 0.61], [-0.57, 0.89, 0.89], [-0.95, 1.19, -0.83]],
  "multiplicity": 1,
  "largest_force_ha_per_bohr": 0.0740,
  "e_lumo_ev": [-1.006, -3.105]
}

=====

{
  "formula": "C25H42N12O15",
  "method": "ωB97M-V/def2-TZVPD",
  "species": ["C", "O", "O", "O", "C", "C", "C", "C", "C", "C", "O", "O", "H", "H", "H", "H", "H", "H", "C", "C", "C", "C", "C", "C", "O", "O", "H", "H", "H", "H", "H", "H", "C", "C", "C", "C", "C", "C", "O", "O", "H", "H", "H", "H", "H", "H", "C", "O", "N", "N", "H", "H", "H", "H", "C", "O", "N", "N", "H", "H", "H", "H", "C", "O", "N", "N", "H", "H", "H", "H", "C", "O", "N", "N", "H", "H", "H", "H", "C", "O", "N", "N", "H", "H", "H", "H", "C", "O", "N", "N", "H", "H", "H", "H"],
  "xyz": [[1.11, -0.60, 0.17], [2.21, -0.77, -0.30], [0.55, 0.52, 0.28], [0.59, -1.52, 0.77], [-1.60, 1.68, -2.25], [-2.81, 2.00, -2.75], [-2.88, 2.96, -3.79], [-1.69, 3.58, -4.26], [-0.49, 3.35, -3.57], [-0.47, 2.43, -2.55], [0.77, 2.28, -1.93], [-4.12, 3.24, -4.34], [-1.43, 0.98, -1.45], [-3.72, 1.59, -2.33], [-1.85, 4.42, -4.92], [0.23, 4.10, -3.88], [0.67, 1.90, -1.05], [-4.60, 2.45, -4.59], [-3.61, 4.79, 0.69], [-2.37, 4.38, 0.31], [-1.89, 3.10, 0.50], [-2.85, 2.12, 0.80], [-4.13, 2.46, 1.05], [-4.58, 3.88, 1.07], [-5.88, 4.27, 1.12], [-0.57, 2.85, 0.37], [-3.85, 5.85, 0.69], [-1.70, 5.09, -0.14], [-2.49, 1.10, 0.80], [-4.82, 1.65, 1.25], [-6.33, 3.65, 1.70], [-0.40, 1.96, 0.69], [-3.57, -1.21, -1.22], [-2.41, -1.78, -0.69], [-2.52, -2.61, 0.40], [-3.64, -2.75, 1.13], [-4.82, -2.25, 0.62], [-4.77, -1.46, -0.53], [-5.88, -0.89, -1.08], [-1.38, -3.25, 0.88], [-3.49, -0.59, -2.10], [-1.49, -1.52, -1.19], [-3.72, -3.32, 2.04], [-5.70, -2.42, 1.23], [-6.56, -1.55, -1.23], [-0.64, -2.64, 0.87], [-0.19, 2.04, 4.43], [-0.64, 2.35, 5.59], [0.35, 0.90, 4.17], [-0.32, 2.74, 3.40], [0.17, 0.21, 4.89], [0.46, 0.68, 3.20], [0.00, 2.64, 2.44], [-1.04, 3.40, 3.64], [3.89, 0.16, -3.17], [4.92, 0.35, -3.77], [2.89, 0.98, -3.21], [3.68, -0.92, -2.46], [2.99, 1.74, -3.87], [2.07, 0.83, -2.64], [4.47, -1.54, -2.37], [3.23, -0.86, -1.56], [5.22, -2.96, 0.52], [5.94, -2.41, -0.29], [4.07, -2.56, 0.86], [5.43, -4.17, 0.93], [3.77, -1.64, 0.58], [3.44, -3.13, 1.40], [4.75, -4.77, 1.38], [6.29, -4.53, 0.55], [2.31, -4.08, 3.02], [2.73, -4.89, 3.80], [2.03, -2.84, 3.21], [2.02, -4.42, 1.81], [1.91, -2.59, 4.18], [1.64, -2.23, 2.50], [1.62, -3.72, 1.20], [2.21, -5.36, 1.51], [0.52, -2.95, -2.83], [0.36, -3.80, -3.59], [0.77, -3.24, -1.59], [0.52, -1.64, -2.96], [1.05, -2.49, -0.96], [0.79, -4.18, -1.21], [0.38, -1.13, -3.82], [0.42, -1.10, -2.11], [3.91, 1.19, 2.28], [4.85, 1.50, 3.03], [2.66, 1.39, 2.38], [4.15, 0.40, 1.33], [2.08, 1.05, 1.64], [2.44, 1.98, 3.17], [3.35, 0.18, 0.75], [5.04, -0.09, 1.29]],
  "total_charge": -1,
  "multiplicity": 2,
  "largest_force_ha_per_bohr": 0.1514,
  "e_lumo_ev": [0.421, -3.367]
}

=====

{
  "formula": "C8H8OS",
  "method": "ωB97M-V/def2-TZVPD",
  "species": ["C", "C", "C", "C", "C", "C", "C", "C", "O", "S", "H", "H", "H", "H", "H", "H", "H", "H"],
  "xyz": [[2.36, 1.87, 1.36], [1.29, 1.63, 1.90], [-0.53, -2.25, -0.83], [0.09, -2.99, 0.17], [-0.71, -0.92, -0.52], [-0.23, -0.67, 0.78], [-1.27, 0.08, -1.46], [-0.03, 1.57, 2.21], [-0.64, 1.12, 3.36], [0.27, -2.10, 1.59], [3.31, 2.19, 1.01], [-0.76, -2.77, -1.70], [0.14, -4.11, 0.40], [-1.82, 0.84, -1.01], [-0.24, 0.60, -1.85], [-1.92, -0.42, -2.20], [-0.86, 2.13, 1.72], [-0.12, 0.53, 4.00]],
  "multiplicity": 1,
  "largest_force_ha_per_bohr": 0.0763,
  "e_lumo_ev": [-0.583, -0.242]
}

=====

{
  "formula": "C3H8N2",
  "method": "ωB97M-V/def2-TZVPD",
  "species": ["C", "C", "N", "N", "C", "H", "H", "H", "H", "H", "H", "H", "H"],
  "xyz": [[-1.75, 1.49, -0.05], [-0.66, 0.48, 0.06], [0.01, 0.12, -0.95], [1.01, -0.76, -0.81], [1.49, -1.35, 0.41], [-1.27, 2.58, -0.07], [-2.41, 1.30, -1.01], [-2.37, 1.57, 0.85], [-0.45, 0.01, 1.06], [1.54, -0.87, -1.67], [2.47, -1.78, 0.12], [0.79, -2.14, 0.80], [1.60, -0.64, 1.25]],
  "smiles": "C/C=N/NC",
  "multiplicity": 1,
  "largest_force_ha_per_bohr": 0.0483,
  "e_lumo_ev": 1.110
}

=====

{
  "formula": "C3H11N3",
  "method": "ωB97M-V/def2-TZVPD",
  "species": ["C", "C", "N", "H", "H", "H", "H", "H", "N", "C", "N", "H", "H", "H", "H", "H", "H"],
  "xyz": [[-0.31, -2.47, -2.15], [-0.62, -2.83, -0.91], [-1.51, -2.36, 0.02], [-0.84, -1.67, -2.65], [0.56, -2.85, -2.67], [-0.05, -3.62, -0.43], [-2.13, -1.57, -0.06], [-1.61, -2.98, 0.82], [0.75, 2.54, -0.33], [1.24, 2.67, 1.00], [0.45, 1.83, 1.94], [1.07, 1.73, -0.84], [-0.23, 2.71, -0.50], [2.27, 2.37, 1.18], [1.18, 3.73, 1.26], [0.38, 2.08, 2.92], [-0.53, 1.81, 1.68]],
  "total_charge": -1,
  "multiplicity": 2,
  "largest_force_ha_per_bohr": 0.0392,
  "e_lumo_ev": [4.075, 4.014]
}

=====

{
  "formula": "C18H38F3NO8S",
  "method": "ωB97M-V/def2-TZVPD",
  "species": ["C", "N", "S", "C", "O", "O", "C", "C", "C", "F", "C", "F", "F", "H", "H", "H", "H", "H", "H", "H", "H", "C", "O", "C", "C", "O", "C", "H", "H", "H", "H", "H", "H", "H", "H", "H", "H", "C", "O", "C", "C", "O", "C", "H", "H", "H", "H", "H", "H", "H", "H", "H", "H", "C", "O", "C", "C", "O", "C", "H", "H", "H", "H", "H", "H", "H", "H", "H", "H"],
  "xyz": [[8.11, -0.62, -1.72], [7.39, -0.04, -2.89], [6.52, 1.40, -2.49], [6.57, -1.02, -3.61], [6.15, -0.68, -4.75], [6.27, -2.33, -3.15], [4.87, -2.47, -2.78], [4.26, -1.26, -1.94], [3.30, -0.29, -2.78], [3.34, -0.11, -4.18], [2.29, 0.43, -2.08], [2.53, 0.77, -0.73], [1.11, 0.72, -2.79], [9.14, -0.12, -1.64], [8.30, -1.74, -1.78], [7.59, -0.40, -0.71], [6.65, 2.32, -3.53], [4.17, -2.69, -3.65], [4.82, -3.40, -2.10], [5.07, -0.71, -1.35], [3.58, -1.73, -1.13], [-2.77, -2.77, -4.58], [-1.58, -3.46, -4.26], [-0.93, -3.98, -5.42], [0.26, -3.12, -5.82], [-0.16, -1.84, -6.28], [0.02, -0.83, -5.30], [-3.10, -2.22, -3.69], [-2.62, -2.05, -5.39], [-3.56, -3.48, -4.86], [-1.63, -4.09, -6.25], [-0.56, -4.98, -5.15], [0.78, -3.60, -6.65], [0.97, -3.02, -4.99], [1.09, -0.59, -5.20], [-0.38, -1.12, -4.33], [-0.51, 0.07, -5.64], [0.73, 2.58, 2.65], [-0.10, 1.54, 3.15], [-1.48, 1.86, 3.06], [-2.14, 1.17, 1.88], [-1.65, 1.67, 0.64], [-0.71, 0.80, 0.03], [1.75, 2.19, 2.55], [0.40, 2.94, 1.67], [0.75, 3.41, 3.36], [-1.63, 2.95, 3.01], [-1.95, 1.51, 3.98], [-3.22, 1.37, 1.90], [-2.01, 0.08, 1.94], [-1.22, -0.08, -0.37], [0.06, 0.49, 0.74], [-0.23, 1.34, -0.79], [-7.19, 2.25, 7.04], [-6.25, 1.40, 7.69], [-5.66, 0.46, 6.79], [-4.26, 0.89, 6.38], [-4.29, 2.07, 5.58], [-3.93, 3.23, 6.32], [-7.43, 3.06, 7.73], [-6.78, 2.67, 6.12], [-8.10, 1.69, 6.82], [-6.30, 0.31, 5.91], [-5.60, -0.50, 7.32], [-3.81, 0.10, 5.76], [-3.62, 1.02, 7.26], [-2.85, 3.22, 6.51], [-4.47, 3.29, 7.26], [-4.17, 4.10, 5.71]],
  "smiles": "CN(S)C(=O)OCCC(F)=C(F)F.COCCOC.COCCOC.COCCOC",
  "multiplicity": 1,
  "largest_force_ha_per_bohr": 0.1031,
  "e_lumo_ev": 0.241
}

=====

{
  "formula": "C2H8N2S2",
  "method": "ωB97M-V/def2-TZVPD",
  "species": ["C", "C", "N", "N", "S", "S", "H", "H", "H", "H", "H", "H", "H", "H"],
  "xyz": [[-1.50, 1.43, -0.02], [0.62, 0.23, -0.35], [-1.18, -1.06, -0.55], [-0.71, 0.12, -0.32], [1.35, 1.76, -0.02], [1.57, -2.89, 0.66], [-1.30, 1.46, 1.04], [-1.01, 2.25, -0.44], [-2.50, 1.22, -0.31], [1.23, -0.58, -0.72], [-2.24, -1.05, -0.62], [2.66, -2.18, 0.80], [2.39, 1.25, 0.31], [0.61, -1.95, 0.54]],
  "multiplicity": 1,
  "largest_force_ha_per_bohr": 0.0927,
  "e_lumo_ev": 0.593
}

=====

{
  "formula": "C5H15N2",
  "method": "ωB97M-V/def2-TZVPD",
  "species": ["C", "C", "N", "C", "N", "C", "C", "H", "H", "H", "H", "H", "H", "H", "H", "H", "H", "H", "H", "H", "H", "H"],
  "xyz": [[-2.26, -0.04, -1.46], [-1.32, -0.43, -0.38], [-1.68, 0.02, 0.96], [0.08, 0.19, -0.69], [1.04, -0.25, 0.42], [1.09, 0.60, 1.63], [2.45, -0.51, -0.06], [-2.26, -0.52, -2.45], [-2.08, 1.02, -1.98], [-3.24, 0.08, -0.93], [-1.19, -1.47, -0.42], [-2.58, -0.38, 1.07], [-1.96, 1.01, 0.91], [0.14, 1.26, -0.89], [0.42, -0.41, -1.63], [0.80, -1.10, 0.92], [0.96, 1.65, 1.30], [2.14, 0.67, 1.85], [0.76, 0.24, 2.54], [3.27, 0.29, 0.14], [2.90, -1.43, 0.28], [2.53, -0.49, -1.12]],
  "total_charge": 1,
  "smiles": "C[C@H](N)C[NH+](C)C",
  "multiplicity": 1,
  "largest_force_ha_per_bohr": 0.0994,
  "e_lumo_ev": -2.836
}